# 1
{
  "formula": "C4H30N2O11",
  "method": "ωB97M-V with the def2-TZVPD basis set",
  "elements": ["C", "C", "N", "C", "O", "C", "N", "H", "H", "H", "H", "H", "H", "H", "H", "H", "H", "O", "H", "H", "O", "H", "H", "O", "H", "H", "O", "H", "H", "O", "H", "H", "O", "H", "H", "O", "H", "H", "O", "H", "H", "O", "H", "H", "O", "H", "H"],
  "positions_angstrom": [[-1.4651, -0.0834, 2.4664], [-0.3978, 0.2154, 1.4252], [-0.8741, -0.1233, 0.1574], [0.0410, -0.5627, -0.7269], [-0.4587, -1.1251, -1.6874], [1.5969, -0.2316, -0.8797], [2.1462, -0.7549, -2.1386], [-2.2407, 0.6320, 2.2296], [-1.7602, -1.1250, 2.3392], [-1.0385, -0.0979, 3.4647], [0.5360, -0.4204, 1.6480], [-0.2109, 1.2822, 1.6356], [-1.7707, -0.3653, 0.0808], [1.9527, 0.8383, -0.7542], [2.0552, -0.8656, 0.0265], [1.4221, -0.8514, -2.7503], [2.5031, -1.7469, -1.8743], [-0.3106, 1.7731, -3.2576], [0.3907, 2.4055, -3.4151], [0.0367, 1.1203, -2.6883], [-2.6294, -3.1565, -1.0876], [-1.9270, -2.5776, -1.3518], [-3.4420, -2.9681, -1.4519], [-1.5076, -3.3722, 1.4673], [-1.3703, -4.4173, 1.2501], [-1.8518, -2.9113, 0.7178], [2.9190, -1.0879, 1.9946], [3.8277, -0.8537, 1.8439], [2.8929, -2.0045, 1.6495], [-1.8648, 2.8179, -1.4382], [-1.2534, 2.6528, -2.2621], [-2.1748, 1.9553, -1.2880], [2.7672, 1.4491, 1.6724], [2.0609, 1.9517, 1.9608], [2.5497, 0.4617, 1.8655], [-0.6263, 3.5282, 0.7974], [-0.7001, 4.4977, 0.9730], [-1.4797, 3.3670, 0.2219], [1.9350, 3.9624, 0.6216], [2.3782, 3.1384, 0.4707], [1.0416, 3.7724, 0.2352], [-2.9273, -0.2288, -2.0233], [-1.9162, -0.2705, -2.0876], [-3.2060, -0.0523, -2.9073], [1.8362, -3.2841, 1.0232], [1.1101, -3.2643, 1.6564], [1.4050, -3.0188, 0.1759]],
  "atomic_forces_ev_per_a": [[0.70, -1.25, -0.60], [1.69, 0.05, 3.75], [6.20, 1.52, 0.39], [-0.61, 1.78, -1.38], [0.18, -1.68, -2.18], [0.66, -1.11, 2.65], [2.83, -1.88, 3.74], [-0.62, -0.04, 0.81], [-0.62, 0.04, -0.12], [-0.25, 0.83, 0.17], [-1.25, 1.20, -0.20], [0.53, -0.24, -0.96], [-4.26, -1.39, -0.86], [-1.13, -1.15, 0.34], [-0.68, 1.88, -1.91], [-2.33, -0.68, -2.31], [-0.83, 2.23, -1.28], [-0.66, 1.02, -1.38], [0.42, 0.08, -0.14], [0.79, -1.24, 0.99], [2.39, -1.94, 2.18], [0.12, 0.92, -0.94], [-2.36, 1.24, -1.46], [1.74, -4.05, 1.13], [-0.88, 4.23, 0.29], [-0.73, -0.38, -1.27], [0.34, -1.13, 0.13], [0.86, 0.51, 0.15], [-0.69, 0.14, 0.17], [1.45, 1.46, -2.04], [-1.43, 0.42, 1.99], [-1.06, -1.94, 0.33], [1.85, -3.43, -0.65], [-2.28, 1.69, 1.12], [0.25, 2.48, -0.44], [-2.84, 1.01, -0.83], [0.23, -1.08, 0.09], [2.49, 0.20, 0.87], [-1.03, 0.43, -0.72], [0.85, -0.67, 0.00], [0.74, 0.32, 0.68], [1.87, 0.15, 0.78], [-1.85, -0.42, 0.00], [-0.45, 0.29, -0.95], [-0.46, 0.10, -1.16], [-0.29, -0.06, 0.10], [0.42, -0.45, 0.91]],
  "e_lumo_ev": 0.02,
  "multiplicity": 1,
  "gap_ev": 10.45,
  "fmax_ha_per_bohr": 0.1244,
  "e_above_lowest_kcal_mol": 73.3,
  "e_tot_ha": -1107.48723
}

=====

# 2
{
  "formula": "C4H30NO13",
  "method": "ωB97M-V with the def2-TZVPD basis set",
  "elements": ["C", "O", "C", "C", "C", "N", "O", "H", "H", "H", "H", "H", "H", "H", "H", "H", "H", "O", "H", "H", "O", "H", "H", "O", "H", "H", "O", "H", "H", "O", "H", "H", "O", "H", "H", "O", "H", "H", "O", "H", "H", "O", "H", "H", "O", "H", "H", "O"],
  "positions_angstrom": [[-2.2611, 0.7427, 0.4191], [-1.4322, 1.1182, 1.4914], [-1.3470, -0.0105, -0.5689], [-1.0705, -1.3745, 0.1466], [0.2128, -2.0338, -0.2743], [0.9797, -2.3811, 0.8295], [0.4846, -2.5911, -1.3300], [-3.1600, 0.3316, 0.9557], [-2.6720, 1.7269, 0.0421], [-1.8301, -0.1957, -1.5490], [-0.3579, 0.5413, -0.7379], [-1.1811, -1.4213, 1.2370], [-1.7748, -2.1487, -0.2339], [1.9006, -2.7633, 0.6114], [0.8805, -1.8506, 1.6913], [-0.1036, 0.4586, 1.7293], [-0.0537, 0.3161, 3.2807], [0.5607, 0.1835, 2.5385], [0.8094, 3.2735, -2.1719], [-0.1187, 3.8725, -1.1247], [0.3160, 4.0804, -1.9688], [-1.9652, -1.1016, 2.9183], [-2.5213, 0.2649, 3.0353], [-2.5258, -0.5671, 3.5413], [-0.7759, 3.9927, 0.8688], [-0.8958, 2.2767, 0.9014], [-0.4783, 3.1676, 0.4810], [1.3305, 2.0725, 0.2188], [1.8095, 1.5601, 1.6567], [1.9681, 1.5275, 0.7004], [-4.1271, -0.9441, 0.0620], [-3.4270, -2.0288, -0.9129], [-4.1313, -1.4084, -0.7620], [3.1206, -0.8091, 2.5846], [2.0071, -1.4048, 3.5466], [2.8454, -1.5746, 3.0835], [2.6150, -1.4399, -1.9999], [3.4174, -0.1890, -2.0875], [3.1364, -0.9297, -2.6409], [-2.6483, -1.3109, -2.8606], [-1.3677, -1.9048, -2.7304], [-2.2647, -2.2017, -2.9211], [0.9508, 0.2358, -4.1129], [2.3219, 0.2795, -3.4476], [1.6327, 0.8752, -3.8958], [2.9497, 0.4080, -0.0564], [4.3130, 1.1120, -0.1221], [3.9287, 0.1671, -0.0620]],
  "atomic_forces_ev_per_a": [[0.15, 0.98, 1.01], [-1.72, 0.50, -0.65], [-0.03, -0.63, 0.33], [-0.71, -0.74, -1.91], [1.72, -2.85, 2.26], [-0.07, 0.98, -0.73], [-0.70, 1.70, -0.70], [0.69, -0.42, -1.17], [0.41, -0.52, -0.09], [0.35, 0.39, 0.82], [-1.56, -0.44, 0.31], [0.28, 0.50, -0.44], [0.19, 0.69, 0.34], [-0.44, 0.09, 0.37], [0.40, -0.13, -0.39], [2.55, -0.77, 2.53], [0.35, -0.07, 0.10], [-2.20, 0.44, -1.62], [-0.06, 0.20, -0.25], [0.19, -0.03, -0.44], [0.01, -0.21, 0.14], [-0.82, 0.21, 1.24], [-0.24, -0.04, 0.67], [1.02, -0.22, -1.59], [-0.28, -0.16, 0.52], [1.34, 3.04, -0.57], [-0.51, -2.02, 0.39], [0.03, 0.33, 0.66], [-0.31, 0.07, -0.43], [-0.37, 0.31, -0.35], [0.39, -0.40, 0.64], [0.41, -0.30, 0.34], [-1.35, 0.46, -1.30], [-0.23, 0.50, -0.11], [0.72, 0.42, -0.48], [-0.28, -0.96, 0.60], [0.01, -0.21, -0.43], [0.70, -0.17, 0.34], [-0.18, -0.07, 0.46], [-0.92, -0.53, -0.46], [0.86, -1.06, -0.08], [0.05, 1.29, 0.43], [-0.13, -0.01, -0.19], [-1.29, 0.72, -0.99], [0.88, -0.50, 0.87], [1.62, -0.35, 0.47], [-0.71, -2.33, 0.26], [-0.23, 2.32, -0.73]],
  "e_lumo_ev": [-0.50, -5.47],
  "s_squared": 0.76,
  "multiplicity": 2,
  "gap_ev": [10.30, 5.33],
  "fmax_ha_per_bohr": 0.0782,
  "e_above_lowest_kcal_mol": 37.6,
  "e_tot_ha": -1203.12794
}

=====

# 3
{
  "formula": "C4H31N2O11",
  "method": "ωB97M-V with the def2-TZVPD basis set",
  "elements": ["O", "C", "N", "C", "N", "C", "C", "H", "H", "H", "H", "H", "H", "H", "H", "H", "H", "H", "H", "H", "O", "H", "H", "O", "H", "H", "O", "H", "H", "O", "H", "H", "O", "H", "H", "O", "H", "H", "O", "H", "H", "O", "H", "H", "O", "H", "H", "O"],
  "positions_angstrom": [[-1.5782, 0.6902, 3.5761], [-0.5611, 1.2287, 3.1740], [-0.0037, 2.2098, 3.9452], [0.2333, 0.7765, 1.9503], [-0.8622, 0.2299, 1.0833], [-1.5758, 1.4433, 0.5365], [-0.7877, 2.3193, -0.4357], [0.8613, 2.7290, 3.8391], [-0.2654, 1.9670, 4.8903], [0.7837, 1.4955, 1.3326], [1.0326, 0.1085, 2.2232], [-1.4960, -0.3878, 1.6218], [-0.4533, -0.3642, 0.3268], [-2.0062, 2.0338, 1.3886], [-2.4762, 1.0546, -0.0490], [-1.3610, 3.1697, -0.8025], [-0.3467, 1.9541, -1.3101], [-0.1351, 2.8095, 0.2415], [2.8827, 2.5853, -0.1344], [3.3874, 1.1704, 0.3676], [2.6587, 1.7680, 0.2838], [-1.0525, -3.7012, 1.0823], [-1.6432, -3.6306, -0.3200], [-1.1184, -3.0898, 0.3299], [2.6688, -3.9599, -1.7079], [3.2079, -2.5501, -1.3612], [3.2723, -3.2566, -1.9689], [-1.7507, -3.1940, -3.0521], [-1.0429, -2.2049, -2.3117], [-1.2688, -3.1499, -2.2201], [2.4970, -1.4176, -4.8299], [1.3706, -0.3883, -5.1872], [1.6209, -1.1085, -4.6185], [-3.4346, -0.2011, -3.0444], [-4.9460, 0.2790, -2.6542], [-4.0688, 0.5395, -3.0311], [4.2592, -2.2260, 0.9480], [2.9976, -2.8360, 1.6681], [3.4623, -2.0498, 1.4611], [-0.9601, 0.4568, -2.3006], [0.2586, -0.3173, -2.8802], [-0.6925, -0.4149, -2.6145], [0.8751, -1.6966, -0.4008], [2.0159, -0.7552, -0.4954], [1.1944, -0.8699, -0.0153], [-0.3896, 4.2401, 2.1197], [-1.6637, 4.9673, 2.0822], [-1.1650, 4.3352, 1.5717]],
  "atomic_forces_ev_per_a": [[0.51, -0.28, -0.98], [1.24, 0.66, 0.91], [-0.13, -0.34, 0.62], [-1.31, 0.21, -0.34], [0.68, -0.11, -0.69], [-3.25, -0.83, -1.84], [-0.95, 1.10, 2.02], [-0.12, -0.67, -0.40], [0.00, 0.90, 0.35], [-0.42, 0.26, 0.58], [-0.26, -0.92, 0.22], [0.20, 0.67, -0.01], [-0.17, 0.78, 0.46], [0.74, -0.54, -0.88], [0.97, 0.17, 1.01], [-0.70, -0.26, 0.32], [1.00, -1.26, -0.82], [1.51, 0.58, -0.32], [0.78, 0.49, -0.42], [0.95, 0.00, -0.07], [-1.59, -0.42, 0.49], [0.08, 0.44, -0.09], [0.85, 1.11, 0.32], [-0.63, -1.16, 0.19], [-0.03, 0.21, 0.12], [-0.27, 0.84, 1.15], [0.30, -1.07, -1.25], [-0.21, -0.85, -0.16], [0.30, -0.07, 0.71], [-0.26, 0.73, -0.93], [0.38, 0.06, -0.31], [0.24, 0.25, -0.60], [-0.73, -0.21, 1.06], [-0.95, 0.19, 0.14], [1.46, -0.14, -0.52], [-0.40, -0.09, 0.42], [-0.17, -0.56, 0.33], [-0.28, -1.37, 0.10], [0.67, 1.90, -0.47], [-0.07, -0.13, -0.12], [-1.08, -0.29, 0.08], [1.14, 0.32, -0.18], [-0.35, -0.35, 0.19], [0.28, 0.49, 0.11], [0.16, -0.72, -0.74], [0.51, -0.17, 0.19], [-0.62, 0.43, 0.09], [0.01, -0.02, -0.04]],
  "e_lumo_ev": -2.61,
  "multiplicity": 1,
  "charge": 1,
  "gap_ev": 11.11,
  "fmax_ha_per_bohr": 0.0744,
  "e_above_lowest_kcal_mol": 55.2,
  "e_tot_ha": -1107.90962
}

=====

# 4
{
  "formula": "C4H32BO24",
  "method": "ωB97M-V with the def2-TZVPD basis set",
  "elements": ["O", "C", "O", "B", "O", "C", "O", "O", "C", "O", "C", "O", "O", "O", "H", "H", "O", "H", "H", "O", "H", "H", "O", "H", "H", "O", "H", "H", "O", "H", "H", "O", "H", "H", "O", "H", "H", "O", "H", "H", "O", "H", "H", "O", "H", "H", "O", "H", "H", "O", "H", "H", "O", "H", "H", "O", "H", "H", "O", "H", "H"],
  "positions_angstrom": [[-0.4421, -2.7423, -1.1104], [-0.3772, -1.8691, -0.1942], [-0.1466, -0.6234, -0.3361], [-0.3852, 0.0746, 0.9663], [-0.5754, -1.0650, 1.9085], [-0.6664, -2.1551, 1.2673], [-0.9442, -3.2626, 1.7469], [-1.5736, 0.9885, 0.8442], [-1.1794, 2.1909, 0.9565], [-1.8735, 3.2311, 0.8243], [0.3050, 2.2158, 1.3354], [0.7040, 0.9623, 1.4437], [0.9937, 3.2080, 1.5335], [0.5406, -2.8734, -4.4379], [0.7578, -3.4612, -5.1615], [-0.2580, -3.2422, -4.0605], [-1.9681, -4.0201, -3.3622], [-2.3093, -3.7682, -2.5041], [-2.0771, -4.9705, -3.3943], [3.3644, -0.7689, 2.3223], [2.5795, -0.2251, 2.2550], [3.0318, -1.6510, 2.4883], [-3.9896, -0.4040, -0.1653], [-3.6891, 0.4420, 0.1666], [-4.0849, -0.9483, 0.6163], [2.2500, -3.5461, -1.8997], [2.1352, -4.0413, -1.0886], [1.4755, -2.9859, -1.9506], [-1.9171, -1.3474, -3.5001], [-1.9821, -2.3024, -3.4985], [-0.9993, -1.1690, -3.2950], [-0.0719, -3.1527, 4.7034], [-0.1972, -3.3430, 3.7737], [-0.6073, -2.3756, 4.8636], [-4.6067, 3.0595, 0.6730], [-4.7229, 3.0377, 1.6229], [-3.6579, 3.0499, 0.5470], [1.7313, -4.4673, 0.7330], [1.7218, -3.7389, 1.3540], [0.9196, -4.9432, 0.9090], [3.0243, 2.5694, -0.8646], [2.1117, 2.7437, -1.0948], [2.9885, 1.7832, -0.3199], [4.1618, 2.3834, 2.3255], [4.2011, 3.1790, 1.7947], [3.3453, 2.4641, 2.8186], [-3.3602, -5.0707, 0.0043], [-2.8165, -4.2904, 0.1135], [-4.1770, -4.8592, 0.4564], [1.4201, 6.4074, 0.9770], [0.7406, 6.1969, 0.3366], [1.4864, 5.6240, 1.5230], [0.7951, 1.2435, -2.7984], [0.8376, 2.0811, -2.3370], [0.9855, 0.5893, -2.1262], [-0.9969, 5.5825, -0.7007], [-1.8328, 5.9968, -0.9148], [-1.2301, 4.8560, -0.1229], [3.7324, 4.5989, 0.7233], [4.0273, 5.1131, -0.0283], [3.3479, 3.8110, 0.3391]],
  "atomic_forces_ev_per_a": [[0.24, 1.09, 0.06], [-1.85, -6.28, 2.76], [0.99, 5.76, 0.01], [0.32, -3.48, -0.26], [0.14, 5.86, 2.78], [0.59, -2.72, -6.39], [-0.30, -1.26, 1.40], [-0.26, -0.27, 0.02], [-1.36, 3.23, -0.16], [1.60, -2.20, 0.17], [1.51, 1.03, 0.57], [-0.18, 0.63, -0.48], [-1.14, -1.32, -0.32], [0.38, 0.31, -0.38], [0.13, -0.10, -0.06], [-0.35, -0.23, 0.41], [-0.23, -0.62, -0.49], [0.23, 0.14, 0.80], [0.04, -0.20, 0.00], [0.38, -0.04, 0.08], [-0.31, 0.24, -0.11], [-0.14, -0.20, 0.02], [-0.42, -0.22, -0.23], [0.17, 0.25, 0.03], [0.13, -0.15, 0.18], [0.97, -0.16, -0.61], [-0.24, 0.03, 0.48], [-0.66, 0.07, 0.03], [-0.52, 0.62, -0.33], [0.07, 0.23, -0.17], [0.25, 0.04, 0.23], [0.34, -0.16, 0.89], [-0.39, 0.00, -0.96], [-0.08, 0.16, -0.19], [-1.00, -0.01, -0.14], [0.03, -0.02, 0.16], [0.77, 0.08, 0.02], [0.72, -0.57, 0.10], [-0.29, 0.28, -0.02], [-0.52, 0.22, -0.01], [0.13, 0.13, -0.22], [-0.15, 0.07, -0.02], [0.10, -0.51, 0.31], [0.26, -0.61, 0.25], [0.16, 0.56, -0.07], [-0.25, 0.01, 0.04], [-0.31, -0.42, -0.34], [0.69, 0.40, 0.25], [-0.12, 0.08, 0.10], [0.11, 0.63, 0.15], [-0.46, -0.10, -0.26], [0.19, -0.37, 0.00], [0.03, 0.27, -0.35], [-0.20, 0.14, -0.11], [-0.13, -0.56, 0.32], [0.37, 0.44, -0.34], [-0.14, 0.09, -0.05], [-0.16, -0.65, 0.48], [0.52, 0.71, 0.75], [0.00, 0.12, -0.07], [-0.40, -0.48, -0.69]],
  "e_lumo_ev": [4.23, 4.22],
  "s_squared": 0.75,
  "multiplicity": 2,
  "charge": -2,
  "gap_ev": [3.62, 7.60],
  "fmax_ha_per_bohr": 0.1381,
  "e_above_lowest_kcal_mol": 4.6,
  "e_tot_ha": -2002.53284
}